DFT (ωB97M-V with the def2-TZVPD basis set) results for C11H10BrEuN as an isolated structure at a distorted geometry.

Results
Lowest unoccupied orbital energy (alpha / beta) (eV): 5.612 / 5.603
⟨S²⟩: 15.7608
Calculated total energy (a.u.): -3764.30858
HOMO-LUMO gap (alpha / beta) (eV): 5.195 / 6.719

Structure (ORCA input):
```
! wB97M-V def2-TZVPD RIJCOSX def2/J DEFGRID3
* xyz -2 8
C 0.887 1.660 1.298
C -0.390 2.308 1.304
C -1.272 1.545 2.121
H -0.650 3.212 0.746
C -0.541 0.425 2.632
C 0.791 0.495 2.120
H 1.611 -0.195 2.344
H 1.783 1.995 0.777
H -2.306 1.798 2.356
H -0.903 -0.326 3.338
Eu -0.558 -0.008 -0.394
Br -1.148 2.087 -2.005
C 0.088 -1.995 -1.979
C 0.809 -2.219 -0.758
C 1.754 -1.158 -0.609
H 0.691 -3.072 -0.088
C 1.618 -0.279 -1.727
C 0.591 -0.802 -2.577
H 0.236 -0.346 -3.497
H -0.692 -2.640 -2.392
H 2.469 -1.054 0.203
H 2.184 0.636 -1.900
N -4.086 -1.177 -0.770
C -2.967 -0.890 -0.542
*
```

DFT (ωB97M-V with the def2-TZVPD basis set) results for C11H10BrNSSm as an isolated structure at a distorted geometry.

Results
Lowest unoccupied orbital energy (alpha / beta) (eV): 1.865 / 1.902
⟨S²⟩: 8.8560
Calculated total energy (a.u.): -4109.69804
HOMO-LUMO gap (alpha / beta) (eV): 4.336 / 4.375

Structure (ORCA input):
```
! wB97M-V def2-TZVPD RIJCOSX def2/J DEFGRID3
* xyz -1 6
C -1.926 -0.838 0.908
C -1.721 -1.336 2.218
C -1.777 -0.240 3.115
H -1.546 -2.365 2.486
C -1.973 0.932 2.361
C -2.046 0.568 0.993
H -2.160 1.245 0.162
H -1.936 -1.422 0.005
H -1.636 -0.291 4.181
H -2.008 1.937 2.748
Sm 0.000 0.000 1.715
Br 1.142 -0.832 -0.045
C 2.771 0.676 -3.195
C 1.681 1.459 -3.624
C 0.698 0.591 -4.140
H 1.610 2.540 -3.567
C 1.181 -0.728 -4.030
C 2.462 -0.676 -3.446
H 3.099 -1.527 -3.228
H 3.687 1.048 -2.748
H -0.262 0.887 -4.551
H 0.658 -1.627 -4.341
S 0.000 0.000 3.715
C 0.000 0.000 5.525
N 0.000 0.000 6.786
*
```

DFT (ωB97M-V with the def2-TZVPD basis set) results for C11H10CaClN as an isolated structure at a distorted geometry.

Results
Lowest unoccupied orbital energy (eV): 5.310
Calculated total energy (a.u.): -1617.74954
HOMO-LUMO gap (eV): 6.082

Structure (ORCA input):
```
! wB97M-V def2-TZVPD RIJCOSX def2/J DEFGRID3
* xyz -2 1
C 0.025 -1.876 2.907
C 0.752 -0.759 2.322
C 1.356 -1.247 1.104
H 0.996 0.178 2.835
C 0.998 -2.652 0.973
C 0.275 -3.003 2.126
H 0.058 -4.016 2.420
H -0.479 -1.825 3.882
H 2.183 -0.755 0.590
H 1.405 -3.322 0.216
Ca -1.364 -1.196 0.638
Cl -3.646 -0.570 0.921
C -0.941 2.778 -2.742
C 0.099 2.078 -3.434
C 1.352 2.455 -2.851
H -0.033 1.412 -4.284
C 1.086 3.390 -1.799
C -0.331 3.590 -1.731
H -0.847 4.274 -1.061
H -2.002 2.740 -2.976
H 2.335 2.124 -3.176
H 1.833 3.891 -1.187
N -2.786 -4.269 2.489
C -2.325 -3.422 1.820
*
```

DFT (ωB97M-V with the def2-TZVPD basis set) results for one molecule with the formula C11H10ClFN2 at a distorted geometry.

Results
SMILES: F/C=c1/cn[nH]/c1=C/C=C/C#CCCCl
Lowest unoccupied orbital energy (alpha / beta) (eV): -0.424 / -0.425
Calculated total energy (a.u.): -1094.57609
HOMO-LUMO gap (alpha / beta) (eV): 6.753 / 6.751

Structure (ORCA input):
```
! wB97M-V def2-TZVPD RIJCOSX def2/J DEFGRID3
* xyz 0 1
C -0.332 -1.123 -0.243
C -0.599 -2.132 -0.846
C 2.458 2.765 2.775
C 1.811 2.106 1.656
C 0.493 2.724 1.629
C -0.612 2.407 0.904
C -0.753 1.195 0.175
C -0.055 0.066 0.445
C 2.433 1.260 0.812
C -1.031 -3.329 -1.537
C -1.417 -3.000 -2.976
N 1.719 3.703 3.266
N 0.569 3.725 2.577
F 1.996 0.871 -0.386
Cl -2.345 -4.353 -3.695
H 3.441 2.574 3.152
H -1.452 3.088 0.913
H -1.499 1.171 -0.611
H 0.585 -0.015 1.309
H 3.450 0.937 0.991
H -1.902 -3.729 -1.010
H -0.246 -4.088 -1.521
H -2.060 -2.120 -3.015
H -0.539 -2.846 -3.605
H -0.182 4.326 2.867
*
```

DFT (ωB97M-V with the def2-TZVPD basis set) results for one molecule with the formula C11H10F3N5O5 at a distorted geometry.

Results
SMILES: O=[N+]([O-])C1=CC(=[N+]([O-])[O-])[C@H]([N@H+]2CCC[C@@H]2C(F)(F)F)c2nonc21
Lowest unoccupied orbital energy (eV): -0.795
Calculated total energy (a.u.): -1374.43260
HOMO-LUMO gap (eV): 7.443

Structure (ORCA input):
```
! wB97M-V def2-TZVPD RIJCOSX def2/J DEFGRID3
* xyz 0 1
O -2.827 -2.060 -0.844
N -1.701 -2.222 -0.330
O -1.066 -3.290 -0.513
C -1.087 -1.219 0.497
C 0.166 -1.458 1.122
C 0.715 -0.600 2.081
N 2.088 -0.826 2.417
O 2.637 -1.897 2.071
O 2.706 0.077 3.042
C 0.124 0.705 2.618
C -1.203 0.917 1.909
N -1.929 2.045 1.852
O -3.100 1.675 1.067
N -2.953 0.439 0.492
C -1.729 0.028 0.881
H 0.686 -2.386 0.845
H 0.767 1.528 2.205
C -1.257 2.263 5.534
C -0.063 2.313 4.597
N 0.211 0.852 4.099
C -0.636 -0.094 5.043
C 0.321 -0.897 5.917
F -0.316 -1.744 6.764
F 1.190 -1.627 5.161
F 1.103 -0.089 6.697
C -1.525 0.809 5.904
H -1.060 2.879 6.422
H -2.155 2.688 5.054
H -0.175 2.946 3.710
H 0.839 2.590 5.167
H 1.224 0.682 4.304
H -1.196 -0.767 4.389
H -1.386 0.647 6.985
H -2.566 0.525 5.687
*
```

DFT (ωB97M-V with the def2-TZVPD basis set) results for C11H10F9NOV as an isolated structure at a distorted geometry.

Results
Lowest unoccupied orbital energy (alpha / beta) (eV): 0.365 / 0.369
⟨S²⟩: 0.7573
Calculated total energy (a.u.): -2397.80020
HOMO-LUMO gap (alpha / beta) (eV): 8.302 / 7.716

Structure (ORCA input):
```
! wB97M-V def2-TZVPD RIJCOSX def2/J DEFGRID3
* xyz 0 2
C -1.341 0.865 -2.574
C 0.032 0.618 -2.780
C 0.792 1.662 -2.168
C -0.141 2.678 -1.666
C -1.490 2.082 -1.841
V -0.217 1.104 -0.336
N -1.132 -2.434 -1.082
C -1.121 -3.673 -1.503
C 0.164 -2.651 -1.455
H 1.876 1.725 -2.170
H 0.442 -0.144 -3.435
H 0.116 3.501 -0.991
H -2.428 2.496 -1.478
H -2.141 0.299 -3.036
H 0.656 -2.361 -2.392
H -1.664 -3.780 -2.454
H -1.916 -1.772 -1.061
H 0.837 -2.697 -0.579
H -1.295 -4.369 -0.679
F -0.328 2.634 1.865
C -0.471 1.298 2.154
F -1.000 1.187 3.381
F -1.511 0.812 1.297
C 0.839 0.477 1.964
O 1.207 0.345 0.629
C 2.049 1.131 2.720
F 1.813 1.481 4.016
F 3.101 0.279 2.703
F 2.422 2.263 2.059
C 0.538 -0.921 2.590
F 0.520 -0.906 3.946
F -0.671 -1.404 2.176
F 1.463 -1.826 2.182
*
```

DFT (ωB97M-V with the def2-TZVPD basis set) results for C11H10InN3O3S as an isolated structure.

Results
Lowest unoccupied orbital energy (alpha / beta) (eV): -7.787 / -11.333
Calculated total energy (a.u.): -1402.69262
HOMO-LUMO gap (alpha / beta) (eV): 7.141 / 3.483

Structure (ORCA input):
```
! wB97M-V def2-TZVPD RIJCOSX def2/J DEFGRID3
* xyz 2 1
In 1.504 2.386 1.955
S -2.088 3.245 2.652
C -1.893 2.893 0.925
C -2.998 2.788 0.103
C -2.786 2.460 -1.227
C -1.490 2.332 -1.692
C -0.447 2.470 -0.792
N -0.633 2.699 0.511
H -3.988 2.994 0.487
H -3.629 2.324 -1.892
H -1.284 2.107 -2.729
H 0.582 2.370 -1.119
O -0.647 4.116 2.697
O 0.204 3.721 3.613
N 1.783 -4.623 -1.760
C 1.042 -4.206 -0.782
O 0.111 -4.904 -0.270
C 1.194 -2.839 -0.190
C 1.721 -1.796 -0.936
C 1.753 -0.544 -0.342
N 1.284 -0.305 0.886
C 0.790 -1.319 1.593
C 0.725 -2.616 1.099
H 1.647 -5.553 -2.143
H 2.565 -4.080 -2.099
H 2.088 -1.907 -1.948
H 2.165 0.298 -0.885
H 0.412 -1.097 2.583
H 0.314 -3.413 1.703
*
```

DFT (ωB97M-V with the def2-TZVPD basis set) results for one molecule with the formula C11H10N4O4 at a distorted geometry.

Results
SMILES: COc1cccc(Oc2nc(N)ncc2[N+](=O)[O-])c1
Lowest unoccupied orbital energy (eV): -0.161
Calculated total energy (a.u.): -945.07437
HOMO-LUMO gap (eV): 8.486

Structure (ORCA input):
```
! wB97M-V def2-TZVPD RIJCOSX def2/J DEFGRID3
* xyz 0 1
C 1.602 -4.173 0.253
H 0.866 -4.923 -0.054
O 0.986 -2.950 0.583
C 0.310 -2.282 -0.384
C -0.233 -1.057 0.004
C -0.936 -0.292 -0.910
C -1.145 -0.743 -2.206
C -0.608 -1.958 -2.580
C 0.121 -2.728 -1.688
H 0.536 -3.666 -2.018
H -0.749 -2.314 -3.589
H -1.699 -0.130 -2.897
O -1.531 0.900 -0.533
C -0.910 1.769 0.253
N -1.719 2.515 0.983
C -1.196 3.379 1.853
N -2.044 4.144 2.546
H -3.030 4.052 2.383
H -1.681 4.782 3.230
N 0.116 3.528 2.103
C 0.930 2.827 1.356
C 0.496 1.943 0.365
N 1.464 1.367 -0.503
O 1.125 1.131 -1.649
O 2.581 1.186 -0.060
H 1.992 2.973 1.510
H -0.088 -0.729 1.023
H 2.098 -4.506 1.163
H 2.347 -4.044 -0.538
*
```

DFT (ωB97M-V with the def2-TZVPD basis set) results for C11H11Cl2CoO3PV as an isolated structure at a distorted geometry.

Results
Lowest unoccupied orbital energy (alpha / beta) (eV): -17.322 / -17.029
⟨S²⟩: 12.1861
Calculated total energy (a.u.): -4238.14118
HOMO-LUMO gap (alpha / beta) (eV): 5.681 / 5.911

Structure (ORCA input):
```
! wB97M-V def2-TZVPD RIJCOSX def2/J DEFGRID3
* xyz 4 7
Co -3.743 0.720 -3.116
V -1.182 -0.355 -1.565
Cl -1.654 -0.017 -3.873
Cl -3.516 0.196 -0.968
C -0.235 1.006 -0.799
C -4.515 0.308 -4.648
C -5.393 1.491 -2.894
O 0.502 1.831 -0.386
O -5.375 0.289 -5.430
O -6.452 1.819 -3.250
C 2.670 -1.909 -1.700
P 1.071 -1.560 -0.751
C 0.087 -3.027 -0.658
C 1.818 -1.551 0.968
C 3.010 -0.827 1.225
C 3.733 -0.968 2.414
C 3.243 -1.807 3.433
C 2.018 -2.457 3.226
C 1.296 -2.312 2.044
H 2.547 -1.843 -2.810
H 3.078 -2.923 -1.456
H 3.462 -1.172 -1.409
H 0.592 -3.690 0.040
H -0.903 -2.767 -0.264
H -0.076 -3.584 -1.586
H 3.394 -0.176 0.443
H 4.688 -0.459 2.547
H 3.821 -1.957 4.338
H 1.648 -3.098 4.019
H 0.351 -2.831 1.956
*
```

DFT (ωB97M-V with the def2-TZVPD basis set) results for a 2-piece molecular cluster, C11H11Cl2O4S overall at a distorted geometry.

Results
Lowest unoccupied orbital energy (eV): 2.596
Calculated total energy (a.u.): -2045.24986
HOMO-LUMO gap (eV): 5.908

Structure (ORCA input):
```
! wB97M-V def2-TZVPD RIJCOSX def2/J DEFGRID3
* xyz -1 1
C -2.198 2.515 -0.007
O -1.545 1.803 1.052
C -1.957 0.505 1.284
C -1.193 -0.135 2.395
C -1.168 -1.496 2.577
O -2.762 -0.043 0.535
H -1.800 3.537 0.093
H -1.935 2.082 -0.996
H -3.304 2.514 0.107
H -0.552 0.610 2.917
H -0.573 -1.859 3.435
H -1.971 -2.129 2.162
Cl -4.610 -6.631 -1.527
C -3.380 -6.170 -0.466
C -3.698 -5.487 0.717
C -2.669 -5.089 1.585
C -1.343 -5.361 1.260
S -0.046 -4.724 2.318
C 0.053 -2.985 1.862
Cl 1.589 -2.416 2.477
O -0.471 -4.849 3.691
O 1.199 -5.354 1.904
C -1.024 -6.064 0.101
C -2.046 -6.468 -0.773
H -4.731 -5.255 0.952
H -2.903 -4.556 2.512
H 0.111 -3.090 0.764
H 0.018 -6.290 -0.128
H -1.799 -6.993 -1.690
*
```